A cluster of 3 separate species, C32H63FN6O6P2 in total in a non-equilibrium geometry. Source: the Open Molecules 2025 dataset; level of theory: ωB97M-V/def2-TZVPD.

Output
Spin multiplicity: 1
F_max, eV Å⁻¹: 9.36
Total charge: 0
Orbital gap, hartree: 0.2302
SMILES string: C=CC1=C(CCCCCC)C(=O)C(CCCF)=C(CCOC=O)C1=O.CN(C)P(=O)(N(C)C)N(C)C.CN(C)P(=O)(N(C)C)N(C)C

Last column: Mulliken charge in e.
Geometry (Å):
P  -7.08  0.65  6.21  0.903
P  5.52  1.47  -5.95  0.843
F  -4.77  -2.83  -1.97  -0.332
O  -6.72  -0.86  6.22  -0.867
O  -1.64  -0.64  1.96  -0.157
O  -0.80  1.60  2.64  -0.527
O  1.71  -5.39  -1.00  -0.628
O  4.65  1.31  -4.68  -0.789
O  0.30  -2.86  3.69  -0.631
N  6.53  1.67  -7.40  0.007
N  4.18  1.26  -6.99  0.236
N  -7.48  2.38  6.20  0.015
N  -6.10  0.95  7.58  0.239
N  5.84  3.10  -5.67  0.223
N  -6.25  0.96  4.78  0.235
C  -8.52  2.80  5.27  -1.175
C  -0.34  -4.08  0.05  0.200
C  3.52  -0.05  -6.82  -1.119
C  -6.67  0.28  3.56  -0.773
C  3.10  -1.29  3.99  -0.665
C  2.47  -3.50  0.58  0.326
C  -7.28  3.33  7.28  -0.969
C  -0.73  -3.39  1.31  0.523
C  -4.65  0.93  7.52  -1.097
C  -6.52  0.19  8.77  -1.184
C  5.46  4.26  -6.45  -1.171
C  3.96  -3.51  -0.10  -1.170
C  2.09  -2.79  1.85  0.643
C  3.15  2.27  -7.14  -1.066
C  -5.09  1.80  4.55  -1.066
C  -2.30  -3.09  1.66  -0.396
C  3.22  -1.89  2.63  -0.210
C  -2.49  -1.70  2.58  -0.149
C  -3.82  -3.94  -1.80  -0.280
C  -2.22  -3.46  -1.89  -0.363
C  3.37  -1.40  -1.79  -0.127
C  7.97  1.73  -7.20  -1.166
C  3.20  0.23  -1.45  -0.323
C  1.66  0.76  -1.64  -0.403
C  0.92  0.99  -0.16  -0.683
C  6.53  3.48  -4.44  -1.198
C  6.17  1.31  -8.76  -0.976
C  1.29  -4.39  -0.20  -0.109
C  -1.44  0.45  2.97  0.197
C  4.44  -2.10  -0.77  -0.521
C  -1.36  -4.62  -1.12  -0.734
C  0.52  -2.99  2.35  0.339
H  -1.99  -3.38  -3.05  0.350
H  -3.61  -1.37  2.47  -0.086
H  1.68  1.82  -2.16  0.251
H  3.52  0.47  -0.34  0.327
H  -4.20  1.02  8.52  0.411
H  5.40  -2.35  -1.43  0.360
H  1.22  2.02  0.33  0.258
H  4.27  -0.84  -6.69  0.369
H  -7.62  0.18  8.85  0.370
H  4.45  4.59  -6.18  0.315
H  3.89  0.91  -2.14  0.055
H  -6.21  3.51  7.45  0.280
H  -0.71  -5.17  -1.95  0.323
H  -3.95  -4.35  -0.69  0.193
H  -6.15  0.66  9.69  0.349
H  6.14  5.10  -6.29  0.408
H  -5.82  -0.22  3.07  -0.033
H  2.32  -1.92  -1.78  0.133
H  -2.79  -3.96  2.31  0.329
H  -3.00  -2.94  0.74  -0.003
H  8.50  0.94  -7.74  0.462
H  -6.17  -0.84  8.74  0.346
H  4.80  -1.28  0.00  0.265
H  -5.10  2.70  5.17  0.320
H  -1.82  0.35  4.08  0.247
H  8.23  1.62  -6.14  0.354
H  8.35  2.70  -7.53  0.293
H  7.54  3.85  -4.68  0.372
H  -2.16  -1.91  3.71  0.414
H  3.11  -0.10  4.12  0.210
H  -8.10  3.51  4.54  0.292
H  2.86  -0.06  -5.95  0.283
H  -4.01  -4.86  -2.51  0.297
H  2.93  -0.31  -7.71  0.353
H  -7.42  -0.49  3.76  0.343
H  5.98  4.26  -3.90  0.386
H  -2.15  -2.39  -1.42  0.202
H  5.49  4.06  -7.53  0.292
H  -2.05  -5.45  -0.65  0.431
H  -5.04  2.16  3.52  0.468
H  3.52  3.13  -7.70  0.289
H  4.73  -3.81  0.76  0.325
H  -7.74  2.99  8.21  0.268
H  -7.12  0.98  2.86  0.398
H  -4.27  0.02  7.05  0.280
H  -9.36  3.28  5.77  0.475
H  2.30  1.91  -7.74  0.401
H  -0.25  0.94  -0.25  0.251
H  -7.70  4.31  7.04  0.456
H  1.25  0.16  0.61  -0.007
H  6.65  2.63  -3.76  0.346
H  4.10  -4.35  -0.94  0.282
H  5.86  0.26  -8.83  0.275
H  5.38  1.95  -9.14  0.279
H  7.01  1.44  -9.46  0.451
H  -4.27  1.80  6.98  0.282
H  -4.17  1.24  4.74  0.125
H  3.81  -1.43  -2.90  0.113
H  4.25  -1.70  2.07  0.118
H  -8.92  1.96  4.71  0.360
H  2.76  2.61  -6.17  0.245
H  1.06  -0.01  -2.32  0.254
H  2.99  -1.90  5.00  0.240


A structure of composition C2H3NOS in a non-equilibrium geometry. Source: the Open Molecules 2025 dataset; level of theory: ωB97M-V/def2-TZVPD.

Output
Spin multiplicity: 1
Energy relative to the best compared isomer or geometry (same formula, charge and spin), kcal per mole: 76.2
F_max, eV Å⁻¹: 2.19
Total charge: 0
Orbital gap, hartree: 0.3248

Last column: natural (NBO) charge in e.
Geometry (Å):
S  1.21  -0.70  1.11  0.535
O  0.07  -2.56  -0.60  -0.444
N  -0.34  -0.14  0.60  -0.685
C  -0.33  1.06  -0.19  -0.448
C  0.60  -1.76  0.07  0.460
H  -1.26  1.45  0.24  0.224
H  0.46  1.72  0.01  0.176
H  -0.39  0.93  -1.24  0.182


The records above yield HOMO energy values of -7.844, -8.509 eV, respectively.